1.
Here is one molecule with the formula C5H5N at a distorted geometry from the OMol25 dataset. Energies are from ωB97M-V/def2-TZVPD.

CARTESIAN COORDINATES (ANGSTROEM)
C1 1.58254 -0.90140 1.84691
C2 0.56882 -0.49283 1.34281
C3 -0.56292 -0.04965 0.50135
C4 -0.04813 0.26563 -0.88844
C5 -1.09305 0.56553 -1.77154
H1 2.59035 -1.12610 2.22736
H2 -1.14682 0.87466 0.79447
H3 -1.30941 -0.74338 0.49126
H4 0.64839 1.17746 -0.68271
H5 0.60177 -0.52284 -1.31179
N1 -1.83153 0.95289 -2.54968

- energy (eV) = -6753.354
- E_HOMO (eV) = -10.64
- LUMO energy (eV) = 0.69
- SMILES = C#CCCC#N
- 2S+1 = 1
- orbital gap (eV) = 11.33
- relative energy (zero: lowest compared OMol25 entry of this formula, charge and spin) (kJ/mol) = 246.4

---

2.
Here is a 10-piece molecular cluster, C28H40Cl4O24 overall at a distorted geometry from the OMol25 dataset. Energies are from ωB97M-V/def2-TZVPD.

CARTESIAN COORDINATES (ANGSTROEM)
C1 -0.00151 -0.70512 3.71449
C2 -1.19519 -1.60364 3.99045
O1 -0.88199 -2.14738 5.27703
C3 0.45776 -2.14380 5.42123
O2 1.04555 -2.62901 6.33277
O3 1.02517 -1.41201 4.42434
H1 -0.10677 0.29939 4.12606
H2 0.21841 -0.68911 2.65031
H3 -1.21843 -2.45222 3.30237
H4 -2.15284 -1.09917 4.04927
C4 3.60638 -0.70845 -2.36937
C5 4.93079 -1.37784 -2.03178
O4 4.56645 -2.15193 -0.86821
C6 3.44621 -1.63912 -0.30637
O5 3.01151 -1.96713 0.75059
O6 2.94109 -0.68437 -1.10500
H5 3.02981 -1.37302 -3.01680
H6 3.63808 0.26981 -2.83884
H7 5.75322 -0.72408 -1.74740
H8 5.22321 -2.12386 -2.76637
C7 -0.80428 3.66210 3.14859
C8 0.57739 4.29609 3.25054
O7 1.13320 3.67945 4.40702
C9 0.10751 3.27449 5.19764
O8 0.15213 3.00553 6.34993
O9 -1.06085 3.30206 4.49272
H9 -0.76181 2.75019 2.54887
H10 -1.48131 4.38674 2.70325
H11 0.42896 5.36661 3.41847
H12 1.23129 4.13424 2.39755
C10 2.98226 2.81536 -1.69005
C11 2.73429 4.17289 -1.08714
O10 2.91745 5.03738 -2.21664
C12 2.78194 4.31469 -3.34981
O11 2.78814 4.74345 -4.45311
O12 2.68206 2.97524 -3.06025
H13 2.34472 2.08766 -1.18568
H14 4.01141 2.47334 -1.54442
H15 3.40017 4.39476 -0.25535
H16 1.72515 4.31824 -0.68987
C13 -0.32073 -5.83506 3.14758
C14 0.83301 -4.83595 3.28659
O13 0.62328 -3.92031 2.20692
C15 -0.45882 -4.27582 1.49623
O14 -0.83929 -3.68822 0.52973
O15 -1.04079 -5.38109 1.99699
H17 -1.00837 -5.82513 3.99150
H18 0.04739 -6.84555 2.98210
H19 1.79419 -5.31791 3.11275
H20 0.87235 -4.33809 4.25304
C16 -4.13780 -0.48257 -5.02912
C17 -3.69537 0.95425 -5.27683
O16 -4.66077 1.37782 -6.26081
C18 -5.77803 0.60568 -6.10847
O17 -6.81053 0.79260 -6.65982
O18 -5.53639 -0.36551 -5.20335
H21 -3.88327 -0.75650 -4.00602
H22 -3.62911 -1.19486 -5.67802
H23 -2.70103 1.06798 -5.69094
H24 -3.78387 1.59691 -4.39852
C19 -0.31744 -2.69111 -4.48573
C20 1.10601 -2.36309 -4.92964
O19 1.12783 -0.95132 -4.91595
C21 -0.14390 -0.49106 -5.04639
O20 -0.42441 0.64157 -5.23036
O21 -1.00386 -1.54847 -4.98456
H25 -0.41169 -2.82390 -3.41038
H26 -0.61966 -3.60133 -4.99837
H27 1.31781 -2.75705 -5.92614
H28 1.85745 -2.81093 -4.27805
C22 -4.52874 1.40115 0.11498
C23 -5.46147 0.59519 1.02272
O22 -4.73903 0.55526 2.26703
C24 -3.47473 0.97556 2.08482
O23 -2.64643 0.96666 2.94213
O24 -3.30847 1.47907 0.84755
H29 -4.92725 2.41008 -0.00352
H30 -4.48236 0.99037 -0.89030
H31 -5.65121 -0.44068 0.75174
H32 -6.37037 1.14904 1.24558
Cl1 4.10616 1.81795 1.26781
C25 3.03443 1.31681 2.59457
C26 3.50693 1.63829 3.99537
Cl2 4.68328 0.40908 4.55565
H33 2.74892 0.27644 2.45532
H34 2.09104 1.86103 2.49046
H35 2.65853 1.50908 4.66363
H36 3.90650 2.63830 4.12584
Cl3 0.22783 1.15638 0.33015
C27 -0.39615 -0.47607 -0.07815
C28 -0.71346 -0.68461 -1.53426
Cl4 -2.00257 0.41019 -2.11144
H37 -1.31589 -0.56739 0.49401
H38 0.38865 -1.16202 0.23343
H39 -1.10919 -1.70022 -1.56596
H40 0.17413 -0.58932 -2.15616

- energy (eV) = -128915.492
- E_HOMO (eV) = -10.60
- LUMO energy (eV) = -0.09
- SMILES = O=C1OCCO1.O=C1OCCO1.O=C1OCCO1.O=C1OCCO1.O=C1OCCO1.O=C1OCCO1.O=C1OCCO1.O=C1OCCO1.ClCCCl.ClCCCl
- 2S+1 = 1
- orbital gap (eV) = 10.51